This record from OMol25 describes a cluster of 2 separate species, C7H16NO4P in total. The level of theory is wB97M-V/def2-TZVPD.

Computed properties:
Calculated total energy: -26483.3762 eV
HOMO-LUMO gap (alpha / beta): 8.128 / 8.471 eV
ΔE to the lowest compared entry with this formula, charge and spin: 5.488 eV
Molecular weight: 209.182 g mol⁻¹
LUMO energy (alpha / beta): -0.41 / -0.49 eV

```
29
Properties=species:S:1:pos:R:3:forces:R:3:lowdin_charge:R:1
C -4.38458 -0.23961 -0.04744 1.6054 -0.3300 -1.2235 0.126
C 3.54842 -0.11391 0.63706 -3.3215 -0.2179 -0.9330 -0.064
C -0.04009 2.96975 0.35861 1.9830 -1.0000 -2.3730 -0.050
C -2.56886 -1.22032 1.21594 0.7343 0.0098 0.1004 -0.052
C -0.68492 -1.42509 -1.27901 0.7587 -0.8135 2.6062 -0.346
C 3.06054 -1.37183 -0.11137 -0.0883 2.0083 -1.3257 -0.204
C -0.33035 1.94545 -0.78500 -2.7954 0.7276 2.2721 -0.288
N -3.27730 -0.72403 0.05231 -0.8013 -0.7661 1.7870 -0.081
O -1.95712 -0.92819 -1.34733 -1.7955 0.1443 0.0495 -0.198
O 0.36643 -0.44330 1.24612 0.3817 -0.0726 -2.1852 -0.294
O 1.81162 -1.14398 -0.87944 1.4065 -0.2015 1.1681 -0.218
O 0.65028 0.99276 -0.88917 2.3954 -0.2398 -1.0739 -0.197
P 0.54544 -0.44522 -0.25676 -0.8706 -0.9805 0.7245 0.532
H -4.70417 0.13660 -1.00107 -0.6096 0.3086 -0.4071 0.065
H 4.33609 -0.34940 1.26225 2.5653 -0.2969 0.4743 0.040
H 3.62705 0.77075 -0.06592 0.0597 -0.9509 1.3042 0.109
H 2.78442 -0.05266 1.46158 0.1701 1.0250 -1.1072 0.080
H 0.91763 3.47215 0.01826 -1.0389 -0.2888 0.9039 0.101
H -0.82728 3.64575 0.42961 -1.3282 1.5104 -0.2216 0.042
H 0.02855 2.52799 1.31875 0.5417 -0.7374 0.8100 0.054
H -2.57210 -2.29986 1.38758 -0.5541 0.0971 -0.5404 0.107
H -1.56130 -0.95854 0.99233 0.6743 0.0587 0.6783 0.008
H -2.88311 -0.70247 2.12138 -0.2022 0.0071 -0.2175 0.101
H -0.41797 -1.47624 -2.28831 1.2025 0.4534 -1.8061 0.078
H -0.38724 -2.52285 -0.98777 -1.3348 1.2794 0.1837 0.127
H 2.94806 -2.16102 0.55413 -0.6975 -1.4128 1.3452 0.091
H 3.70430 -1.73365 -0.88014 0.7551 0.0358 -0.5531 0.103
H -0.50938 2.53814 -1.69320 0.3547 -0.6960 -0.0972 0.124
H -1.22308 1.31283 -0.54398 -0.1506 1.3390 -0.3428 0.105
```
Forces are in eV/Å.

This record from OMol25 describes the molecule C7H16NO7P3S. The level of theory is wB97M-V/def2-TZVPD.

Computed properties:
Calculated total energy: -62043.3496 eV
HOMO-LUMO gap: 10.003 eV
Molecular weight: 351.194 g mol⁻¹
LUMO energy: 0.28 eV

```
35
Properties=species:S:1:pos:R:3:forces:R:3:lowdin_charge:R:1
C 0.69704 -2.06775 -2.51651 0.3104 -0.0125 0.3727 -0.038
C 0.34156 -0.60357 -2.49535 -0.3517 -0.3583 -0.0611 -0.385
C 0.82024 0.21204 -3.66778 -0.7758 -0.0885 -0.2656 -0.032
N -0.37996 -0.01901 -1.62242 1.2498 1.0265 0.2228 0.104
C -0.36812 -0.40233 -0.22794 -0.6712 -0.8423 0.2274 -0.376
C -1.70656 -0.04614 0.42712 -0.2039 0.0512 -0.3834 -0.129
C -2.03227 1.44397 0.33935 0.2640 -0.0967 0.1990 -0.500
P -3.76659 1.86962 -0.02209 0.0312 0.9181 -0.0259 0.728
O -3.99062 3.28942 -0.35845 -0.0051 0.0163 -0.0042 -0.422
O -1.68754 2.13960 1.56379 0.0007 -0.0073 -0.1307 -0.328
S -0.11246 2.52103 1.52031 0.1411 0.1713 0.0663 0.957
O 0.16815 3.13262 2.78613 -0.0467 -0.0925 0.0849 -0.357
O 0.47722 0.98503 1.67634 0.0854 0.0940 -0.0971 -0.386
C 0.83632 0.30652 0.46277 0.0324 0.0538 0.1037 -0.549
P 2.18847 -0.94139 0.75051 0.2069 -0.2485 -0.6495 0.920
P 1.97065 -1.67002 2.81839 -0.1079 -0.3849 0.2177 0.229
O 1.50832 -3.05457 2.74909 -0.0831 -0.0108 -0.1384 -0.318
O 3.40651 -1.46812 3.50731 -0.2150 0.3943 -0.1727 -0.162
O 1.01729 -0.77495 3.70120 0.2350 -0.0497 0.0984 -0.131
H 1.72832 -2.23759 -2.82663 -0.0051 0.0473 -0.0353 0.084
H 0.54448 -2.56620 -1.56287 -0.0051 -0.0014 -0.0122 0.056
H 0.04628 -2.54708 -3.25236 0.0384 0.0648 -0.0844 0.094
H 1.65052 0.83506 -3.33279 0.0956 -0.0919 -0.0524 0.085
H 0.02043 0.88216 -3.98517 0.0689 0.0842 0.0265 0.084
H 1.11883 -0.39809 -4.51899 0.1285 -0.0010 0.0577 0.075
H -0.23822 -1.48253 -0.08737 -0.0513 0.0002 0.0356 0.107
H -2.47716 -0.59573 -0.12277 0.0611 -0.1218 0.0349 0.113
H -1.73091 -0.39270 1.45902 -0.0454 0.1288 0.0463 0.134
H -1.45620 1.90194 -0.47587 -0.1615 -0.1097 -0.1786 0.107
H -4.45488 1.45591 1.13478 -0.0179 -0.4079 -0.1460 0.034
H -4.08597 0.99848 -1.08105 -0.0179 -0.3406 0.2657 0.026
H 1.27179 1.03002 -0.23436 -0.1313 -0.0026 -0.0874 0.102
H 3.31730 -0.09376 0.81920 -0.1784 0.2207 0.4412 -0.076
H 4.11282 -1.80416 2.94727 0.2231 -0.1754 0.0791 0.071
H 1.24493 0.16230 3.72817 -0.0984 0.1730 -0.0551 0.078
```
Forces are in eV/Å.